Record 1
Here is a cluster of 2 separate species, C2HF2IO in total at a distorted geometry from the OMol25 dataset. Energies are from ωB97M-V/def2-TZVPD.

## Properties
Energy relative to the best compared isomer or geometry (same formula, charge and spin) = 59.5 kcal/mol
Kohn-Sham gap (spin up / spin down) = 8.30 / 8.30 eV

Geometry as XYZ:
```
7
Properties=species:S:1:pos:R:3:forces:R:3:mulliken_charge:R:1
C -0.0975 -1.2567 0.6102 1.61 1.14 -0.85 0.23
C 0.2060 0.7398 -0.5674 -0.46 -2.32 1.06 0.16
O 0.8052 -2.0194 0.5313 -2.38 1.40 0.42 -0.31
F -0.2518 0.5854 -1.8427 0.78 0.44 1.31 -0.18
F 1.5363 1.0515 -0.5922 -1.98 -0.19 -0.08 -0.17
I -1.1182 2.1093 0.5858 0.84 -0.41 -0.66 0.01
H -1.0801 -1.2099 1.2750 1.60 -0.05 -1.20 0.26
```
Forces are in eV/Å.

Record 2
Here is an isolated molecule of C6H12O at a distorted geometry from the OMol25 dataset. Energies are from ωB97M-V/def2-TZVPD.

## Properties
Energy relative to the best compared isomer or geometry (same formula, charge and spin) = 35.2 kcal/mol
Kohn-Sham gap = 10.77 eV
SMILES = CC(C)(O)C1CC1

Geometry as XYZ:
```
19
Properties=species:S:1:pos:R:3:forces:R:3:mulliken_charge:R:1
C 1.2568 1.5105 -0.0729 0.27 0.16 -0.07 -1.61
C 0.6597 0.1598 0.3165 -1.74 1.16 -0.27 1.26
C 1.2959 -0.9503 -0.5099 -0.21 -0.28 0.08 -1.70
O 0.9708 -0.1091 1.6769 -0.07 -0.02 0.28 -0.58
C -0.9890 0.3110 0.2202 3.91 -0.71 -0.55 -0.17
C -1.6894 -0.9551 0.4084 -4.06 0.33 2.01 -0.59
C -1.7071 -0.3119 -0.9509 -0.18 0.15 0.14 -0.62
H 1.0235 1.7646 -1.1112 -0.02 -0.03 0.10 0.34
H 0.8765 2.3130 0.5692 -0.10 -0.10 -0.07 0.38
H 2.3476 1.5099 0.0463 -0.17 -0.12 -0.05 0.39
H 0.9299 -1.9371 -0.2110 -0.11 0.13 -0.05 0.34
H 2.3822 -0.9779 -0.3544 -0.25 0.24 0.07 0.42
H 1.1158 -0.8167 -1.5802 -0.01 0.05 0.16 0.37
H 0.5479 0.5721 2.2225 0.17 -0.26 -0.19 0.39
H -1.3107 1.2326 0.6913 -0.22 -0.10 -0.10 0.53
H -1.2334 -1.9079 0.6393 0.32 0.21 -0.15 0.24
H -2.7024 -0.7767 1.0354 2.27 -0.84 -1.58 0.20
H -2.6365 0.1372 -1.2838 0.09 -0.03 0.07 0.27
H -1.1380 -0.7680 -1.7518 0.12 0.07 0.15 0.16
```
Forces are in eV/Å.